1.
C3H7NO2 | ωB97M-V/def2-TZVPD

Bonds (Å) are listed after each position.
Element x y z (Å)
1 N 0.87 1.55 -0.26  C2 1.361, H7 1.002, H8 1.011
2 C 1.37 0.28 -0.17  N1 1.361, O3 1.209, C4 1.543
3 O 2.55 0.07 -0.22  C2 1.209
4 C 0.44 -0.90 0.18  C2 1.543, C5 1.570, H9 1.086, H10 1.094
5 C -1.11 -0.70 0.34  C4 1.570, O6 1.432, H11 1.084, H12 1.098
6 O -1.64 0.34 -0.49  C5 1.432, H13 0.949
7 H 1.42 2.32 -0.59  N1 1.002
8 H -0.09 1.76 -0.05  N1 1.011
9 H 0.69 -1.76 -0.42  C4 1.086
10 H 0.77 -1.07 1.21  C4 1.094
11 H -1.77 -1.54 0.18  C5 1.084
12 H -1.20 -0.36 1.38  C5 1.098
13 H -2.30 0.00 -1.09  O6 0.949

Computed properties:
Charge = 0
Energy above the lowest of the compared OMol25 structures with the same formula, charge and spin = 1.083 eV
Electronic energy = -8809.446 eV
Kohn-Sham gap = 10.2625 eV
Maximum force = 1.31 eV/Å
LUMO level = 0.64 eV
Highest occupied orbital energy = -9.6 eV
2S+1 = 1

2.
C3H7NO2 | ωB97M-V/def2-TZVPD

Bonds (Å) are listed after each position.
Element x y z (Å)
1 N 0.88 0.78 1.51  C2 1.392, H7 1.004, H8 1.016
2 C 1.26 0.03 0.40  N1 1.392, O3 1.216, C4 1.552
3 O 2.44 -0.26 0.26  C2 1.216
4 C 0.36 -0.59 -0.70  C2 1.552, C5 1.503, H9 1.101, H10 1.095
5 C -1.01 -0.03 -0.97  C4 1.503, O6 1.418, H11 1.099, H12 1.105
6 O -1.79 -0.39 0.15  C5 1.418, H13 0.958
7 H -0.06 1.06 1.75  N1 1.004
8 H 1.48 0.73 2.33  N1 1.016
9 H 0.25 -1.65 -0.44  C4 1.101
10 H 0.98 -0.57 -1.60  C4 1.095
11 H -0.91 1.06 -1.12  C5 1.099
12 H -1.43 -0.45 -1.91  C5 1.105
13 H -2.46 0.27 0.33  O6 0.958

Computed properties:
Charge = 0
Energy above the lowest of the compared OMol25 structures with the same formula, charge and spin = 0.994 eV
Electronic energy = -8809.535 eV
Kohn-Sham gap = 10.2354 eV
Maximum force = 0.69 eV/Å
LUMO level = 0.63 eV
Highest occupied orbital energy = -9.6 eV
2S+1 = 1

3.
C3H7NO2 | ωB97M-V/def2-TZVPD

Bonds (Å) are listed after each position.
Element x y z (Å)
1 C 0.07 0.21 -2.17  N2 1.472, H7 1.093, H8 1.102, H9 1.094
2 N 0.76 0.61 -0.93  C1 1.472, C3 1.420, H10 1.017
3 C 0.02 0.27 0.23  N2 1.420, O4 1.211, O5 1.338
4 O -0.91 0.92 0.66  C3 1.211
5 O 0.49 -0.84 0.80  C3 1.338, C6 1.430
6 C -0.12 -1.19 2.05  O5 1.430, H11 1.091, H12 1.091, H13 1.092
7 H 0.72 0.48 -3.01  C1 1.093
8 H -0.90 0.71 -2.29  C1 1.102
9 H -0.09 -0.87 -2.17  C1 1.094
10 H 0.78 1.63 -0.93  N2 1.017
11 H -0.30 -0.29 2.64  C6 1.091
12 H 0.58 -1.85 2.56  C6 1.091
13 H -1.07 -1.70 1.87  C6 1.092

Computed properties:
Charge = 0
Energy above the lowest of the compared OMol25 structures with the same formula, charge and spin = 1.128 eV
Electronic energy = -8809.401 eV
Kohn-Sham gap = 10.6140 eV
Maximum force = 0.51 eV/Å
LUMO level = 0.95 eV
Highest occupied orbital energy = -9.7 eV
2S+1 = 1

4.
C3H7NO2 | ωB97M-V/def2-TZVPD

Bonds (Å) are listed after each position.
Element x y z (Å)
1 C 1.03 0.51 1.10  C2 1.510, H7 1.092, H8 1.096, H9 1.094
2 C 0.53 -0.53 0.13  C1 1.510, O3 1.391, C4 1.376
3 O 1.41 -1.58 -0.09  C2 1.391, H10 0.968
4 C -0.36 -0.25 -0.89  C2 1.376, N5 1.356, H11 1.087
5 N -1.57 0.16 -0.43  C4 1.356, O6 1.406, H12 1.132
6 O -2.63 0.32 -1.33  N5 1.406, H13 0.974
7 H 0.30 1.31 1.25  C1 1.092
8 H 1.96 0.96 0.74  C1 1.096
9 H 1.22 0.06 2.08  C1 1.094
10 H 2.18 -1.48 0.48  O3 0.968
11 H -0.31 -0.67 -1.89  C4 1.087
12 H -1.33 0.03 0.67  N5 1.132
13 H -2.44 1.15 -1.81  O6 0.974

Computed properties:
Charge = 0
Energy above the lowest of the compared OMol25 structures with the same formula, charge and spin = 5.756 eV
Electronic energy = -8804.773 eV
Kohn-Sham gap = 7.5496 eV
Maximum force = 4.31 eV/Å
LUMO level = 0.76 eV
Highest occupied orbital energy = -6.8 eV
2S+1 = 1